i.
Here is a cluster of 2 separate species, C4H5I in total from the OMol25 dataset. Energies are from ωB97M-V with the def2-TZVPD basis set.

Last column: Löwdin charge in e.
Geometry (Å):
I (4.0896, -0.0807, -0.0022)  -0.3173
C (-0.0726, -1.4866, 0.0277)  0.1281
C (-0.2337, 1.1890, 0.3685)  -0.0914
C (0.0801, -0.1793, -0.1524)  -0.3764
C (0.6705, 0.8703, -0.8108)  0.0547
H (0.4187, -2.3243, -0.5455)  0.1047
H (0.8410, 1.4386, -1.7577)  0.1207
H (-0.7388, -1.7615, 0.8771)  0.0923
H (-1.3303, 1.5533, 0.4513)  0.1367
H (0.4100, 1.4552, 1.3293)  0.1479

Output
Lowest unoccupied orbital energy (alpha / beta)   -3.299 / -3.301 eV
Frontier orbital gap (alpha / beta)   4.81 / 4.81 eV

ii.
Here is the molecule C4H5I from the OMol25 dataset. Energies are from ωB97M-V with the def2-TZVPD basis set.

Last column: Löwdin charge in e.
Geometry (Å):
I (1.8483, -1.5619, 1.0640)  0.7641
C (1.4685, 0.3086, 0.1862)  -0.5772
C (-1.3435, -0.7916, -0.7022)  -0.0554
C (0.1633, 0.9926, 0.5467)  -0.3811
C (-0.9841, 0.2668, -0.0606)  -0.0650
H (0.0331, 1.0043, 1.6318)  0.0974
H (1.7142, 0.2771, -0.8704)  0.0141
H (-0.6866, -1.5517, -1.1120)  0.0471
H (-2.3937, -0.9684, -0.8668)  0.0506
H (0.1806, 2.0242, 0.1833)  0.1056

Output
Lowest unoccupied orbital energy (alpha / beta)   -0.482 / 0.004 eV
Frontier orbital gap (alpha / beta)   7.96 / 8.44 eV

iii.
Here is a structure of composition C4H5I from the OMol25 dataset. Energies are from ωB97M-V with the def2-TZVPD basis set.

Last column: Löwdin charge in e.
Geometry (Å):
I (3.5293, -0.0468, -0.0157)  -0.2680
C (-0.2774, 0.9688, -0.0205)  -0.1882
C (-0.4106, -1.0600, 0.1250)  -0.1078
C (-0.9650, -0.0866, 0.8801)  0.0367
C (0.2130, -0.1726, -0.8535)  -0.0260
H (-1.0374, 1.6895, -0.5260)  0.1441
H (0.5676, 1.4406, 0.4205)  0.0607
H (-0.3092, -2.1214, 0.1030)  0.1011
H (0.3272, -0.6491, -1.8574)  0.1232
H (-1.6376, 0.0377, 1.7445)  0.1241

Output
Lowest unoccupied orbital energy (alpha / beta)   -2.553 / -2.550 eV
Frontier orbital gap (alpha / beta)   5.64 / 5.65 eV

iii (11.4 kJ/mol below the next structure)

i.
Here is the molecule C6H13N from the OMol25 dataset. Energies are from ωB97M-V with the def2-TZVPD basis set.

Last column: Löwdin charge in e.
Geometry (Å):
N (0.0313, -1.9923, -0.3506)  0.0825
C (-0.1048, 0.3792, 1.6378)  -0.1721
C (-0.4250, -0.4723, -2.1688)  -0.0724
C (0.2057, -0.6436, -0.7846)  -0.5147
C (-0.2210, 0.5880, 0.0697)  -0.3530
C (1.0554, -0.5033, 2.0512)  -0.1104
C (-0.2704, 1.8774, -0.6108)  0.0727
H (1.0280, -0.5713, 3.1532)  0.0846
H (0.6575, 2.4345, -0.7995)  0.0645
H (1.9872, -0.1520, 1.6139)  0.0791
H (-1.1222, 2.5102, -0.7123)  0.0571
H (0.9629, -1.5232, 1.7105)  0.0454
H (-1.3093, 0.7141, -0.0404)  0.1056
H (-0.9704, -2.0504, -0.1252)  0.0331
H (-0.4644, -1.3936, -2.7336)  0.0655
H (0.1915, 0.2186, -2.8125)  0.1062
H (1.3124, -0.6091, -0.9143)  0.1324
H (-1.0157, -0.1261, 1.9049)  0.1022
H (-1.4591, -0.1235, -1.9746)  0.0852
H (-0.0694, 1.4387, 1.8859)  0.1066

Output
Lowest unoccupied orbital energy   -2.068 eV
Frontier orbital gap   5.10 eV

ii.
Here is a structure of composition C6H13N from the OMol25 dataset. Energies are from ωB97M-V with the def2-TZVPD basis set.

Last column: Löwdin charge in e.
Geometry (Å):
N (-1.2569, 0.6370, 0.3757)  0.0120
C (-2.5653, 0.0526, 0.4624)  -0.1671
C (1.1835, 1.6603, 0.5925)  -0.1029
C (2.0106, -0.6717, 0.1944)  -0.0983
C (-0.3997, -0.0883, -0.3104)  -0.4832
C (-0.6163, -1.1608, -1.2433)  0.0139
C (1.0921, 0.4362, -0.3077)  -0.3725
H (-1.5460, -1.7046, -1.0917)  0.0520
H (2.2088, 2.0185, 0.6973)  0.0753
H (-0.1424, -1.3875, 0.0221)  0.2158
H (0.4951, 2.4265, 0.2248)  0.0738
H (1.3629, 0.6900, -1.3448)  0.1374
H (1.7657, -1.6008, -0.3363)  0.0595
H (0.8288, 1.4094, 1.5992)  0.0765
H (3.0797, -0.5187, 0.0460)  0.0805
H (-3.2326, 0.7285, 1.0003)  0.0664
H (-2.5828, -0.9088, 0.9917)  0.0792
H (-3.0463, -0.1643, -0.5216)  0.0833
H (1.7786, -0.9038, 1.2434)  0.0929
H (-0.4175, -0.9497, -2.2940)  0.1056

Output
Lowest unoccupied orbital energy   0.315 eV
Frontier orbital gap   8.82 eV

ii (293.0 kJ/mol below the next structure)

i.
Here is the molecule C6H13N from the OMol25 dataset. Energies are from ωB97M-V with the def2-TZVPD basis set.

Last column: Löwdin charge in e.
Geometry (Å):
N (-2.4067, -0.5150, 0.0799)  -0.0878
C (2.7816, -0.0600, 0.5347)  -0.1305
C (2.1088, 1.1757, 0.0079)  -0.2709
C (-2.1467, -1.1815, 1.3423)  -0.0860
C (0.9526, 0.8643, -0.9847)  -0.2481
C (-1.4104, -0.0391, -0.7321)  -0.1728
C (-0.0805, -0.0702, -0.4554)  -0.1575
H (1.6735, 1.8839, 0.7176)  0.1032
H (-1.6717, 0.6267, -1.5588)  0.1144
H (3.5243, 0.0875, 1.3208)  0.0692
H (-2.7749, -2.0567, 1.4444)  0.0761
H (-3.3142, -0.5633, -0.3462)  0.1152
H (3.1309, -0.6755, -0.3024)  0.0813
H (1.4849, 0.5232, -1.8923)  0.1054
H (2.8243, 1.7404, -0.5939)  0.0978
H (2.1188, -0.7706, 1.0389)  0.0553
H (-1.1178, -1.5036, 1.3987)  0.0638
H (0.4560, 1.7723, -1.3357)  0.1022
H (-2.4009, -0.4913, 2.1415)  0.0806
H (0.2740, -1.0498, -0.1349)  0.0892

Output
Lowest unoccupied orbital energy   1.037 eV
Frontier orbital gap   8.24 eV
SMILES   CCC/C=C/NC

ii.
Here is the molecule C6H13N from the OMol25 dataset. Energies are from ωB97M-V with the def2-TZVPD basis set.

Last column: Löwdin charge in e.
Geometry (Å):
N (-1.9885, -0.2635, -0.2539)  -0.0920
C (1.7004, 0.4843, -0.6696)  -0.2427
C (-0.7541, 0.3446, -0.4245)  -0.1436
C (2.4717, 0.7997, 0.6144)  -0.1055
C (-3.0910, 0.5363, 0.2227)  -0.1245
C (0.4303, -0.2682, -0.3835)  -0.3194
C (0.5638, -1.7287, -0.0425)  -0.0650
H (1.8666, 1.4196, 1.2721)  0.0721
H (2.3368, -0.1102, -1.3309)  0.1071
H (1.6110, -2.0056, 0.0440)  0.0704
H (-0.8186, 1.3943, -0.6786)  0.1180
H (-1.9305, -1.1705, 0.1893)  0.1046
H (0.0730, -1.9626, 0.9042)  0.0761
H (1.4663, 1.4196, -1.1816)  0.1018
H (0.1123, -2.3515, -0.8162)  0.0809
H (-4.0174, -0.0240, 0.0971)  0.0762
H (-2.9978, 0.8235, 1.2798)  0.0786
H (2.7255, -0.1147, 1.1456)  0.0649
H (3.3929, 1.3317, 0.3862)  0.0651
H (-3.1527, 1.4459, -0.3744)  0.0770

Output
Lowest unoccupied orbital energy   1.069 eV
Frontier orbital gap   8.55 eV
SMILES   CC/C(C)=C/NC

ii (105.1 kJ/mol below the next structure)

i.
Here is the molecule C6H13N from the OMol25 dataset. Energies are from ωB97M-V with the def2-TZVPD basis set.

Last column: Löwdin charge in e.
Geometry (Å):
N (-0.1124, 0.0503, -2.4762)  0.0884
C (-0.9960, -0.6348, 0.2620)  -0.2217
C (0.2050, 0.8877, -1.3826)  -0.4186
C (-0.8783, -0.9145, 1.7770)  -0.2931
C (-0.1930, 0.5716, -0.1616)  -0.1123
C (1.1654, 1.9712, -1.7148)  -0.0603
C (0.4282, -1.4701, 2.3374)  -0.1062
H (2.1933, 1.5768, -1.6811)  0.0883
H (-0.5634, -1.5331, -0.1923)  0.1099
H (-0.0356, 1.2169, 0.6991)  0.1035
H (-0.9499, -0.5058, -2.3798)  0.0808
H (1.2969, 2.6473, -0.8628)  0.0793
H (-1.0504, 0.0334, 2.3142)  0.0977
H (0.5793, -2.4866, 1.9689)  0.0675
H (-1.8043, -1.4379, 2.0428)  0.0990
H (-2.0619, -0.4944, 0.0726)  0.1081
H (1.2482, -0.8566, 1.9687)  0.0701
H (0.9525, 2.5027, -2.6369)  0.0738
H (0.3938, -1.5261, 3.4214)  0.0664
H (0.1826, 0.4020, -3.3757)  0.0794

Output
Lowest unoccupied orbital energy   1.113 eV
Frontier orbital gap   8.91 eV
SMILES   CCC/C=C(/C)N

ii.
Here is the molecule C6H13N from the OMol25 dataset. Energies are from ωB97M-V with the def2-TZVPD basis set.

Last column: Löwdin charge in e.
Geometry (Å):
N (-1.3064, 2.5359, 0.1835)  -0.0074
C (1.1643, -0.4000, 0.2880)  -0.2100
C (-1.0265, -2.0311, 0.2478)  -0.1280
C (-1.2296, -0.7096, -0.4072)  -0.2461
C (-0.4801, 1.4546, 0.6035)  -0.2083
C (2.2287, 0.2974, -0.6003)  -0.0898
C (-0.1896, 0.2750, 0.0802)  -0.2774
H (-0.8270, 3.0744, -0.5562)  0.0717
H (3.2362, -0.1177, -0.3215)  0.0901
H (1.3750, -0.1613, 1.4732)  0.1648
H (-2.2742, -0.3150, -0.3126)  0.1179
H (2.4001, 1.2473, -0.2828)  0.0193
H (1.1755, -1.4539, 0.2677)  0.0536
H (2.0371, 0.4779, -1.6385)  0.0693
H (-2.2080, 2.2478, -0.3833)  0.1139
H (-0.4798, -1.9287, 1.1694)  0.0587
H (-1.1968, -0.8272, -1.4566)  0.0881
H (-0.3238, -2.6262, -0.4084)  0.0951
H (-0.0088, 1.4770, 1.5917)  0.1091
H (-2.0663, -2.5165, 0.4625)  0.1154

Output
Lowest unoccupied orbital energy   0.940 eV
Frontier orbital gap   9.06 eV
SMILES   CCC(=CN)CC

iii.
Here is a structure of composition C6H13N from the OMol25 dataset. Energies are from ωB97M-V with the def2-TZVPD basis set.

Last column: Löwdin charge in e.
Geometry (Å):
N (-1.0492, -0.0168, -1.6161)  -0.0070
C (-0.1901, 0.0220, -0.4867)  -0.5820
C (1.5866, 0.2264, 1.5046)  -0.0561
C (0.6726, -1.0004, 1.5387)  -0.2293
C (1.2431, 0.3308, -0.8540)  0.0597
C (-2.1275, 0.9202, -1.6458)  -0.1954
C (-0.4505, -1.0507, 0.5228)  -0.1790
H (1.2569, 1.2889, -1.3649)  0.0935
H (1.3434, -1.8053, 1.1848)  0.1122
H (-0.3709, 1.0018, 0.0286)  0.1339
H (-1.9049, 1.8291, -2.2264)  0.0747
H (1.6172, -0.4447, -1.5571)  0.1105
H (0.3108, -1.4067, 2.4878)  0.1090
H (-1.4657, -0.8546, 0.9036)  0.1187
H (2.5971, -0.0691, 1.8100)  0.0881
H (-3.0198, 0.4728, -2.0789)  0.0642
H (-0.5041, -2.0000, -0.0324)  0.1198
H (-2.5424, 1.2282, -0.6624)  0.0755
H (1.7039, 0.3080, 0.3472)  -0.0076
H (1.2934, 1.0201, 2.1967)  0.0967

Output
Lowest unoccupied orbital energy   -1.442 eV
Frontier orbital gap   5.35 eV

i (245.9 kJ/mol below the next structure)